# C2H2O2

A molecular structure, C2H2O2 in a non-equilibrium geometry (wB97M-V/def2-TZVPD, the OMol25 dataset).

LUMO (spin up / spin down): -1.13 / -1.13 eV
2S+1: 1
Energy above the lowest of the compared OMol25 structures with the same formula, charge and spin: 173.7 kcal/mol
Frontier orbital gap (spin up / spin down): 9.3 / 9.3 eV
E_tot: -6192.5239 eV
Highest occupied orbital energy (spin up / spin down): -10.47 / -10.47 eV

Atoms and positions in Å:
C -0.4948 -1.7550 0.5197
C 0.0055 -0.6701 0.2594
O -0.0758 1.7941 -0.7287
O 0.7583 0.7483 -0.7303
H -0.6575 -2.5493 1.1050
H 0.4644 2.4319 -0.4251

Calculated atomic charges, method Mulliken, unit e:
1 C -0.1127
2 C -0.1906
3 O -0.2141
4 O -0.1691
5 H 0.3686
6 H 0.3178